Record 1
# C6H11NO

A single C6H11NO molecule at a distorted geometry (ωB97M-V/def2-TZVPD, the Open Molecules 2025 dataset).

Element x y z (Å)
C: -0.07 -1.38 -1.66
C: 0.00 0.08 -1.24
N: -0.26 0.26 0.24
C: -1.66 0.05 0.59
C: 0.83 -0.46 1.01
C: 1.76 0.77 0.98
C: 0.41 1.37 0.96
O: -0.19 2.20 1.60
H: 0.59 -1.97 -1.03
H: 0.26 -1.46 -2.70
H: -1.08 -1.78 -1.60
H: -0.75 0.68 -1.76
H: 0.99 0.48 -1.46
H: -1.96 -0.96 0.34
H: -1.77 0.21 1.67
H: -2.28 0.78 0.07
H: 0.47 -0.74 2.00
H: 2.38 0.84 0.10
H: 2.34 1.01 1.87

For the HOMO-LUMO gap, the calculation gives 7.99 eV. The calculation puts the HOMO energy at -7.1 eV. As for the SMILES: CC[N@@+]1(C)[C@H]2C[C@]21[O-]. For the relative energy (zero: lowest compared OMol25 entry of this formula, charge and spin), the calculation gives 3.8113 eV. The total charge is 0. The calculation puts the molar mass at 113.160 g/mol.

=====

Record 2
# C6H11NO

A molecular structure, C6H11NO at a distorted geometry (ωB97M-V/def2-TZVPD, the Open Molecules 2025 dataset).

Element x y z (Å)
C: 0.11 1.57 -0.49
C: -0.40 0.52 0.34
C: 0.65 0.20 1.33
C: 1.53 -0.66 0.41
C: -0.48 -0.71 -0.49
C: -1.70 0.18 -0.19
H: -0.51 2.51 -0.52
H: 0.35 0.89 -1.74
H: 1.10 2.00 -0.10
H: 1.20 1.13 1.60
H: 0.32 -0.38 2.12
H: 1.33 -1.74 0.77
H: 2.74 -0.43 0.26
H: 1.20 -1.50 -1.57
H: -0.59 -1.71 0.16
H: -2.17 0.70 -1.11
H: -2.77 -1.43 -0.27
N: 0.84 -0.72 -1.01
O: -2.75 -0.42 0.49

For the HOMO-LUMO gap, the calculation gives 8.60 eV. The calculation puts the HOMO energy at -8.2 eV. For the relative energy (zero: lowest compared OMol25 entry of this formula, charge and spin), the calculation gives 8.7678 eV. The total charge is 0. The calculation puts the molar mass at 113.160 g/mol.

=====

Record 3
# C6H11NO

A molecular structure, C6H11NO at a distorted geometry (ωB97M-V/def2-TZVPD, the Open Molecules 2025 dataset).

Element x y z (Å)
C: -0.97 0.38 -1.68
C: -2.07 -0.27 -0.90
C: -2.27 1.13 -0.32
C: 2.29 -0.02 -0.32
C: 1.38 -1.56 1.55
C: 1.44 -0.14 0.94
N: -1.29 1.61 -1.24
O: 0.69 0.74 1.30
H: -3.08 -0.72 -1.32
H: -1.67 -0.99 -0.14
H: -3.16 1.63 -0.47
H: -1.98 1.35 0.74
H: 2.87 0.88 -0.34
H: 1.73 0.04 -1.23
H: 2.86 -0.91 -0.43
H: 1.76 -2.37 0.92
H: 0.29 -1.63 1.87
H: 2.03 -1.68 2.35
H: -0.88 2.53 -1.30

For the HOMO-LUMO gap, the calculation gives 8.78 eV. The calculation puts the HOMO energy at -7.8 eV. For the relative energy (zero: lowest compared OMol25 entry of this formula, charge and spin), the calculation gives 4.5298 eV. The total charge is 0. The calculation puts the molar mass at 113.160 g/mol.

=====

Record 4
# C6H11NO

A single C6H11NO molecule (ωB97M-V/def2-TZVPD, the Open Molecules 2025 dataset).

Element x y z (Å)
C: 0.08 2.07 -0.91
C: 0.80 1.16 -0.26
C: 1.76 1.60 0.77
O: 2.51 0.89 1.38
C: 0.72 -0.32 -0.51
C: -0.70 -0.90 -0.36
C: -1.22 -0.68 1.07
N: -0.65 -2.29 -0.76
H: -0.61 1.80 -1.69
H: 0.17 3.12 -0.70
H: 1.74 2.70 0.96
H: 1.05 -0.53 -1.53
H: 1.39 -0.83 0.18
H: -1.37 -0.39 -1.06
H: -2.20 -1.14 1.19
H: -1.31 0.38 1.29
H: -0.54 -1.13 1.79
H: -0.04 -2.81 -0.13
H: -1.57 -2.71 -0.71

For the HOMO-LUMO gap, the calculation gives 9.67 eV. The calculation puts the HOMO energy at -9.4 eV. As for the SMILES: C=C(C=O)C[C@H](C)N. For the relative energy (zero: lowest compared OMol25 entry of this formula, charge and spin), the calculation gives 1.2096 eV. The total charge is 0. The calculation puts the molar mass at 113.160 g/mol.

=====

Which of these has the highest relative energy (zero: lowest compared OMol25 entry of this formula, charge and spin)? number 2

=====

The highest HOMO belongs to which entry? number 1

=====

What is the HOMO in the second record? -8.2 eV